9 unconnected molecules or ions with the total composition C37H91N4O12P2 at a distorted geometry, computed with ωB97M-V/def2-TZVPD.

## Properties
- ΔE to the lowest compared entry with this formula, charge and spin: 276.2 kJ/mol
- F_max: 0.08546 hartree/bohr
- Total charge: +1
- Energy: -3268.7251 Ha

Atoms and positions in Å:
1 P -0.37137 1.65562 -3.73895
2 P -2.20756 -2.59844 0.38889
3 O -3.44548 4.67833 -2.50484
4 O 0.58517 1.57642 2.22314
5 O -1.95253 -2.45252 -6.22649
6 O -2.25110 -4.25588 0.21911
7 O 0.14893 -5.90553 6.81057
8 O -0.40893 6.85754 1.17657
9 O -6.72200 -3.66608 5.46762
10 O 3.60313 -0.76152 2.55593
11 O -2.83428 -1.77472 -0.93838
12 O 2.68049 -4.49766 -7.01772
13 O -3.12966 -2.27782 1.52668
14 O 5.29674 3.39913 4.42378
15 N -1.77815 1.91707 -4.40143
16 N 0.93271 -1.83930 -4.76437
17 N 0.21709 -0.00574 -3.90840
18 N -0.35463 -3.37339 -7.52549
19 C -5.62576 -3.26356 3.36016
20 C -1.05160 -2.22974 -7.01631
21 C -1.61393 8.57007 2.36768
22 C 0.49332 -1.76232 -0.33975
23 C 0.24308 3.96149 2.26066
24 C -3.09522 4.33362 -0.15710
25 C 0.47115 -0.60391 -5.13278
26 C 4.91009 5.76066 4.69780
27 C -1.31100 2.39710 3.46406
28 C -4.67790 2.89247 -1.46425
29 C 0.68458 8.98718 1.44620
30 C 0.46938 -0.83077 -2.77294
31 C 7.12678 4.87887 3.91285
32 C -4.26023 -2.01650 -2.90575
33 C -4.09395 4.28721 -1.29812
34 C -4.72399 -2.32267 5.50315
35 C 3.84585 -5.32905 -7.10313
36 C -4.10024 -2.34625 -1.35012
37 C 5.61876 4.68388 3.89075
38 C 4.47886 -5.17320 -8.47554
39 C -5.44580 -3.49172 4.85127
40 C 4.81917 -4.95216 -5.99816
41 C 4.88248 -0.57544 1.95008
42 C -1.42066 -4.30892 -2.18239
43 C -0.42073 2.59352 2.24772
44 C 5.59160 0.59391 2.61295
45 C -1.25886 -4.79012 -0.68574
46 C -0.76645 -3.68825 6.60648
47 C 4.71270 -0.34029 0.45610
48 C -0.30744 -4.93659 5.86939
49 C -0.73671 -0.77097 -7.46450
50 C -0.54794 -1.90125 0.84346
51 C 0.32459 -0.02673 -6.56088
52 C 0.27978 -0.48570 -1.24888
53 C -1.43308 -5.53008 5.03502
54 C -0.25221 7.96342 2.06777
55 C 0.96334 -2.04482 -3.38502
56 H 7.40625 5.84776 3.49367
57 H 4.77541 -4.13442 -8.65201
58 H 0.88090 4.07861 3.14275
59 H -1.01457 2.48247 1.33665
60 H -3.40248 -1.34421 -3.19693
61 H 1.11633 1.66377 3.02465
62 H 3.51642 -6.36049 -6.96587
63 H 5.71047 -5.58081 -6.02619
64 H -4.60845 -2.49327 6.57615
65 H -0.79749 7.18921 0.35746
66 H -1.58531 -3.92001 7.29417
67 H -1.79315 -4.81559 4.29014
68 H 5.60822 3.36944 5.33674
69 H 4.10648 0.55157 0.26554
70 H -0.49922 4.75961 2.26000
71 H 6.58382 0.75013 2.18343
72 H -1.69374 -0.20729 -7.61126
73 H -0.72710 2.45913 4.38717
74 H 5.12736 -3.90570 -6.09099
75 H 0.18779 7.57502 2.98929
76 H -3.56352 4.05089 0.78851
77 H -3.89154 2.16600 -1.69467
78 H 1.65456 8.53561 1.22643
79 H 1.23103 -2.58678 -5.39207
80 H -0.48451 -4.14893 -6.86903
81 H -5.29751 -1.39756 5.38992
82 H 4.19162 -1.18283 -0.00770
83 H -5.23827 -1.52478 -3.11601
84 H -2.10121 3.14961 3.50034
85 H 4.34760 -5.05855 -5.01824
86 H -6.15466 -4.10434 2.90435
87 H 1.11203 0.24497 -1.02144
88 H 0.03952 1.05687 -6.50053
89 H 7.62330 4.09350 3.33877
90 H 0.04615 -3.27769 7.20963
91 H -4.10151 -2.96095 -3.49562
92 H 5.45111 -1.49334 2.11412
93 H -2.09244 8.92471 1.44972
94 H 5.68055 -0.21588 -0.03427
95 H -7.23102 -2.85863 5.32822
96 H -2.27951 7.82178 2.80360
97 H -0.74840 -0.85231 1.21153
98 H 1.25092 -2.92898 -2.78578
99 H -0.67115 0.07073 -1.04526
100 H 7.51196 4.81697 4.93496
101 H 0.65398 -3.20963 -7.58539
102 H 1.34146 -0.04177 -7.04107
103 H -0.09113 -2.44841 1.71158
104 H -1.10585 -2.92055 5.90697
105 H -1.52875 9.40837 3.06199
106 H -4.89943 5.00150 -1.11494
107 H 3.76558 -5.43678 -9.25912
108 H -0.28090 -0.84426 -8.49622
109 H -2.67145 5.33450 -0.05167
110 H -0.32022 1.96716 -2.35615
111 H 0.88729 4.08359 1.38694
112 H -2.73279 4.04649 -2.66653
113 H 3.82935 5.60260 4.68218
114 H 5.12324 6.75593 4.30201
115 H 3.08627 0.04266 2.41969
116 H -1.77234 1.40678 3.44677
117 H 1.50502 -1.63708 0.14586
118 H -4.15647 -3.45982 -1.26214
119 H -1.09368 -6.43124 4.51937
120 H -0.20066 -4.68093 -0.30497
121 H -4.96034 -1.93790 -0.75520
122 H -3.73455 -2.17567 5.06354
123 H -1.60375 2.62855 -5.12670
124 H 5.36000 -5.80862 -8.57765
125 H -0.59100 -6.13052 7.38765
126 H 0.28339 9.35586 0.49730
127 H 5.69877 0.41900 3.68457
128 H 0.54853 -2.72165 -0.90774
129 H 5.26096 4.70362 2.85844
130 H -2.45744 -4.52886 -2.56304
131 H -6.22937 -2.36973 3.17190
132 H 5.01348 1.51524 2.49942
133 H -2.25799 3.65348 -0.34960
134 H -4.87988 -4.41178 5.01583
135 H 2.96369 -3.58230 -7.13853
136 H -5.38393 2.86940 -2.29668
137 H -1.18864 -3.22426 -2.31405
138 H 0.53888 -4.69129 5.22322
139 H -2.27397 -5.82509 5.66988
140 H 0.60151 2.48550 -4.38900
141 H -5.19544 2.57000 -0.55804
142 H -0.72168 -4.91684 -2.82169
143 H -1.43542 -5.90387 -0.71260
144 H -4.66146 -3.14425 2.86125
145 H 5.22064 5.72851 5.74629
146 H 0.83857 9.83795 2.11298

***

A molecular structure, C37H91N6Na2O15 at a distorted geometry, computed with ωB97M-V/def2-TZVPD.

## Properties
- ΔE to the lowest compared entry with this formula, charge and spin: 652.2 kJ/mol
- F_max: 0.05918 hartree/bohr
- Total charge: +1
- Energy: -3245.5196 Ha

Atoms and positions in Å:
1 Na -2.58831 0.43361 1.86473
2 Na -4.37632 1.08676 -1.01718
3 O -1.75466 -1.11253 4.04792
4 O -4.55508 3.96358 5.39357
5 O 3.35466 -2.59615 0.15608
6 O 2.95247 1.18529 3.53391
7 O 1.42048 0.29482 -5.57067
8 O 0.36813 4.56632 -0.85745
9 O -9.41013 -1.82091 -2.27499
10 O 0.29677 0.03985 -1.34432
11 O 5.37430 1.29482 -4.72995
12 O 6.37476 -8.13985 -0.74538
13 O 4.23247 1.59343 7.78457
14 O -5.18416 -2.14422 -2.23624
15 O -1.92184 0.22882 -0.68317
16 O -2.85662 4.32577 -6.93755
17 O -0.31977 0.04655 0.80035
18 N -2.29488 3.85083 -3.29622
19 N 3.70510 0.81524 -7.22611
20 N -3.69635 0.96628 5.14590
21 N 1.90936 0.02062 5.96137
22 N -7.33624 -1.34196 -0.30631
23 N 5.83145 -5.22345 -0.38290
24 C 6.43247 -5.86162 -1.55004
25 C 4.85334 -4.21143 -0.67198
26 C 2.94494 1.24420 2.09721
27 C -8.75974 -1.34381 0.00256
28 C -3.85040 -1.91487 -2.65973
29 C -10.42405 -2.30844 -3.12109
30 C 7.23560 -7.09663 -1.14713
31 C 1.82858 1.42032 5.60137
32 C 5.23966 1.85294 -3.43794
33 C 4.22282 -3.61610 0.59170
34 C 4.96388 1.55002 -7.15539
35 C -5.29575 -2.53733 -0.84978
36 C -0.70127 0.16385 -0.39059
37 C 7.08699 -9.19247 -0.17730
38 C 3.56993 -0.42275 -6.45016
39 C -4.95099 5.21323 4.82893
40 C -3.34931 3.48176 4.88337
41 C 2.09612 -0.74442 -6.25742
42 C -2.36592 4.73497 -5.68513
43 C -2.39523 3.57164 -4.72171
44 C -2.88705 2.12659 5.43721
45 C -0.89547 4.74060 -1.46266
46 C 0.33260 3.62231 0.19797
47 C -1.94074 3.65757 -7.74934
48 C 1.76744 0.42192 -4.19362
49 C -0.47635 -1.57776 3.64160
50 C 2.36997 -0.14112 7.34566
51 C -1.78596 -0.65308 5.38973
52 C 3.85973 0.23460 7.54364
53 C -3.16948 -0.22451 5.83484
54 C -9.64654 -2.15823 -0.90878
55 C -0.90937 4.16213 -2.86632
56 C 5.19118 2.19140 -5.79742
57 C 3.72810 2.11757 9.02530
58 C -6.75917 -2.68230 -0.50742
59 C 2.46750 -2.10970 1.15059
60 C 1.73342 1.62149 4.08339
61 H -4.67400 -3.43030 -0.78526
62 H -5.15644 5.87335 5.66660
63 H -1.80552 2.13480 5.26028
64 H -2.51292 4.17800 5.05065
65 H -3.78916 0.78275 4.15393
66 H -1.68773 4.28728 -0.84608
67 H -3.41700 3.52622 3.77686
68 H 6.07492 2.85484 -5.75527
69 H -3.22622 -0.09262 6.91394
70 H 3.66221 0.45751 1.87402
71 H 1.18924 3.78643 0.84745
72 H -4.11460 5.63095 4.25767
73 H -4.87245 -1.70652 -0.26308
74 H 7.88537 -6.77775 -0.32564
75 H -10.55240 -3.36912 -2.86635
76 H -1.39048 -1.45685 6.02813
77 H 5.08751 -3.07233 1.00463
78 H -6.90301 -3.22930 0.43278
79 H -11.41243 -1.83869 -3.11232
80 H 2.85318 1.31430 -7.40992
81 H 3.87875 -4.34474 1.32847
82 H 0.77326 1.30262 3.66486
83 H -0.48795 -1.98434 2.63582
84 H 7.80995 -7.44869 -2.00898
85 H 5.48300 -5.85765 0.32181
86 H -2.91278 5.57824 -5.25662
87 H -3.36357 3.07732 -4.86294
88 H 0.23639 2.60477 -0.18218
89 H -1.70981 2.75946 -4.96695
90 H 1.98100 0.82095 1.79645
91 H -1.17055 4.25399 -8.25312
92 H 4.40630 2.94688 -5.64113
93 H 1.09653 1.91268 6.25791
94 H -2.40496 3.10105 -8.56379
95 H 2.95170 -1.40984 1.83202
96 H -5.74432 5.07519 4.09316
97 H 2.69419 1.80890 9.16224
98 H -10.07486 -2.26919 -4.15189
99 H 2.84195 0.27188 -4.08327
100 H -0.96274 0.07368 5.45394
101 H 5.59808 -6.13122 -2.20982
102 H -3.02647 2.31133 6.50866
103 H -7.32531 -3.21922 -1.26552
104 H -9.09692 -0.30878 -0.09383
105 H 1.15057 -0.27404 -3.62935
106 H -2.91788 4.44083 -2.76870
107 H 4.34500 0.03479 6.57974
108 H 4.49695 -0.42261 8.14566
109 H -0.51068 3.75110 0.89139
110 H -10.68386 -1.86950 -0.71903
111 H 3.13679 2.20514 1.62415
112 H 6.24507 2.02839 -3.04447
113 H -1.36022 5.14850 -5.84487
114 H 5.67833 0.77498 -7.45113
115 H -0.48730 4.96497 -3.48175
116 H 4.10080 -0.50397 -5.50393
117 H 4.03535 -4.43530 -1.38543
118 H -3.95179 -1.00076 -3.25162
119 H 4.01020 -1.18690 -7.10109
120 H 2.55075 -0.46671 5.34494
121 H -1.38417 2.89316 -7.19276
122 H 1.67428 2.71100 3.93544
123 H 7.60165 -8.91028 0.75684
124 H 4.86389 1.09458 -2.74475
125 H -8.94965 -1.62658 1.04507
126 H 1.78581 0.54650 7.96284
127 H -3.13794 -1.76444 -1.84256
128 H 7.06635 -5.11087 -2.02279
129 H 1.59084 1.44004 -3.84835
130 H 5.07697 2.30658 -7.93180
131 H -3.45042 -2.71579 -3.28431
132 H -0.27288 3.28663 -2.98720
133 H 0.26604 -0.82576 3.91734
134 H 2.65904 2.07173 5.91878
135 H 4.55763 2.70205 -3.41710
136 H 1.95979 -1.66037 -5.67370
137 H -9.50818 -3.24291 -0.84988
138 H -1.27253 5.76874 -1.51051
139 H 4.43349 2.05762 9.85218
140 H 7.87646 -9.57427 -0.83358
141 H 2.12116 -1.14844 7.67471
142 H 6.46920 -10.00488 0.20620
143 H 1.68178 -0.80539 -7.26478
144 H 3.67747 3.18500 8.78381
145 H 5.25460 -3.39330 -1.28404
146 H 0.94475 -0.19302 -0.64553
147 H -6.73348 -0.65001 0.09141
148 H 1.62701 -1.64092 0.65258
149 H -3.83000 -1.07721 5.65844
150 H -0.20892 -2.44645 4.26220
151 H 2.12597 -2.90586 1.81893

***

10 unconnected molecules or ions with the total composition C37H92N16O10 at a distorted geometry, computed with ωB97M-V/def2-TZVPD.

## Properties
- ΔE to the lowest compared entry with this formula, charge and spin: 0.0 kJ/mol
- F_max: 0.06511 hartree/bohr
- Total charge: 0
- SMILES: CC1(C)CCCC(C)(C)N1O.CC1(C)CCCC(C)(C)N1O.CC1(C)CCCC(C)(C)N1O.COC[C@H](C)N.NC(N)=O.NC(N)=O.NC(N)=O.NC(N)=O.NC(N)=O.NC(N)=O
- Energy: -3093.5660 Ha

Atoms and positions in Å:
1 O 1.51688 -3.02588 -0.16230
2 O -4.16714 -1.23559 -2.05567
3 O 0.04693 0.31069 1.48944
4 O -2.14912 -3.97947 6.02014
5 O -3.65841 4.70295 -0.98677
6 O -3.59424 2.87227 0.91877
7 O -2.22443 -2.99625 -0.61026
8 O -0.89268 -2.81406 -4.92745
9 O 1.66384 2.97243 -2.74713
10 O 5.81531 -3.48564 -0.38736
11 N 1.44445 0.59222 3.25285
12 N -2.20405 -0.91191 -4.41945
13 N -2.07548 -3.88419 4.61685
14 N 0.28631 -1.56750 -1.39220
15 N -2.66009 1.19111 2.06242
16 N -2.34075 5.19410 -1.16733
17 N 2.39620 2.14267 -1.81020
18 N 3.21750 -3.66177 2.23392
19 N -3.13254 -3.00304 -4.53802
20 N 1.82350 -1.16371 1.75106
21 N -4.68003 0.75787 -1.14129
22 N -2.23422 -4.89597 -1.86822
23 N 0.73549 -3.67594 -2.18638
24 N -4.15832 -4.05462 -0.84624
25 N -4.10547 -1.03458 0.25412
26 N -1.49849 2.39016 0.39210
27 C -0.66156 5.62598 -2.94862
28 C -1.06507 -2.70431 2.80277
29 C 4.21677 2.54256 -3.37110
30 C -2.43347 6.34231 0.85739
31 C -3.10147 5.60606 -3.60574
32 C -1.05162 -2.82296 4.30659
33 C 2.81968 0.62489 -3.66674
34 C -4.35563 -0.53984 -1.05506
35 C -0.44762 7.08604 -2.40358
36 C -0.99274 -6.16053 4.52067
37 C 4.24803 0.56414 -1.69517
38 C 6.30469 -4.41025 -1.30939
39 C -2.04915 5.02060 -2.62175
40 C -2.05346 -5.19396 3.97046
41 C -0.80390 -3.97664 2.11532
42 C -1.97460 3.52065 -2.83590
43 C 4.82458 1.23293 -0.45609
44 C 0.46565 -3.10736 4.85721
45 C -1.95294 -2.31286 -4.65252
46 C 5.38048 -2.51774 2.31799
47 C 4.86893 -4.10120 0.48320
48 C -3.28119 7.54404 -1.17863
49 C 2.83033 2.98359 -0.64335
50 C -1.53445 -1.49900 5.01930
51 C 1.05646 -0.09045 2.09464
52 C -1.89862 -4.91563 2.47382
53 C 3.66264 1.96580 0.29202
54 C 0.91095 -2.78312 -1.17064
55 C 3.40983 1.50556 -2.59964
56 C -2.23649 6.53558 -0.63380
57 C 3.65496 4.22323 -0.87510
58 C 1.48272 3.27319 0.07310
59 C 4.32655 -3.10167 1.42246
60 C -3.44956 -5.86520 4.20376
61 C -0.83326 7.02252 -0.94329
62 C -2.84746 -3.91454 -1.12164
63 C -2.58068 2.20350 1.09789
64 H -2.82257 -0.62605 -3.66178
65 H -2.86576 6.63958 -3.93327
66 H -4.25383 7.07097 -1.13100
67 H 5.26605 0.54710 0.22865
68 H 3.99128 -2.23049 0.77976
69 H -4.59616 -4.90922 -1.17779
70 H 5.77762 -3.20786 3.04725
71 H -3.86867 -2.57327 -3.99349
72 H -1.20757 3.08191 -2.26297
73 H 6.19670 -2.18827 1.73731
74 H 3.56934 3.34498 -3.60438
75 H 0.58526 7.37143 -2.41650
76 H -0.10229 6.47312 -0.39177
77 H 3.65062 0.19262 -4.21639
78 H -0.67753 -1.72783 -1.70039
79 H -3.65965 -5.95651 5.27464
80 H -2.87078 -4.55165 2.05632
81 H -4.66072 -3.20974 -0.94050
82 H -4.77169 1.27262 -1.97203
83 H 1.59989 3.97164 0.89172
84 H 2.47281 -3.95024 1.59837
85 H 4.96235 0.05834 -2.35587
86 H 0.06861 4.95314 -2.40548
87 H -1.23873 -4.80868 -2.01969
88 H 5.59606 1.92763 -0.74298
89 H -3.37870 -6.85090 3.77223
90 H -3.38740 1.41479 2.75556
91 H -3.55858 4.02664 -0.23517
92 H -1.15085 7.77200 -2.91051
93 H 2.53553 -1.50765 2.46088
94 H -3.72427 -0.39584 0.90639
95 H 1.17579 1.54861 3.18767
96 H -1.38165 -0.32529 -4.50169
97 H 3.56089 -4.48924 2.73252
98 H 5.10363 2.92135 -2.78839
99 H -4.23794 -5.21613 3.83942
100 H -0.89907 8.09899 -0.58632
101 H 0.25075 -4.22136 2.40192
102 H 0.27838 -0.94025 -0.61990
103 H -1.09847 -5.94139 5.58255
104 H -1.84614 0.77568 2.40922
105 H -1.84954 -5.90532 1.98138
106 H 7.05447 -3.96822 -1.99061
107 H 2.24043 -0.09456 -3.19929
108 H 5.48654 -4.82223 -1.84068
109 H -3.45355 6.33520 1.09719
110 H -3.12105 -3.94033 6.13862
111 H 0.87781 2.41210 -2.79163
112 H 0.37522 -3.80741 5.71887
113 H 4.12210 2.50518 1.12929
114 H -1.71998 3.37791 -3.87853
115 H -3.22864 7.95847 -2.18240
116 H -3.07134 -4.00555 -4.58474
117 H -2.06151 -2.39211 2.50872
118 H -2.77793 -5.61059 -2.30133
119 H 5.46861 -4.82767 1.04891
120 H -1.55847 3.22968 -0.13743
121 H -3.16015 4.97856 -4.49264
122 H 1.43284 -4.45858 -2.36866
123 H -2.58807 -1.41271 4.74543
124 H 4.09543 -4.63823 -0.08685
125 H 0.72076 3.62033 -0.53764
126 H -3.27151 8.45302 -0.60987
127 H -3.38729 -1.81893 0.18640
128 H 3.12807 4.94521 -1.54947
129 H 3.84865 4.86108 -0.01457
130 H -1.06391 -0.73851 4.37112
131 H -0.52772 5.61288 -3.99823
132 H -0.73238 -3.89383 0.93491
133 H -0.62983 1.96989 0.50445
134 H 1.06282 -3.47775 4.06101
135 H -1.36510 -1.47248 6.09478
136 H -1.22392 -7.22247 4.30364
137 H -4.19018 5.55872 -3.23712
138 H 3.00664 1.16664 0.51760
139 H 1.21828 2.28280 0.46360
140 H -2.03385 7.18987 1.47336
141 H -2.95980 3.07335 -2.60449
142 H 4.98648 -1.68108 2.91904
143 H 4.56305 2.13029 -4.37852
144 H 6.74943 -5.29862 -0.81687
145 H 0.94387 -2.19759 5.23448
146 H 0.00708 -5.96260 4.08896
147 H -1.93797 5.43297 1.26374
148 H 0.44130 -3.20097 -3.04891
149 H 2.42755 0.46997 3.49123
150 H 4.68280 4.12710 -1.08131
151 H -0.33868 -1.97374 2.46300
152 H 3.60655 -0.30332 -1.34477
153 H -4.50892 1.38798 -0.32847
154 H 1.55851 -1.91548 1.10734
155 H 2.24432 1.18417 -4.40244